Model w:
C22H29N2 | ωB97M-V/def2-TZVPD

Last columns: bonded neighbours and bond lengths (Å).
Atoms and positions in Å:
1 C 0.0440 3.4957 1.3770  C2 1.463, H20 1.089, H21 1.094, H22 1.090
2 C -0.7665 2.4549 0.7448  C1 1.463, N3 1.356, C11 1.427
3 N -1.9150 2.7301 0.0785  C2 1.356, C4 1.448, C5 1.400
4 C -2.4654 4.0615 -0.0628  N3 1.448, H23 1.084, H24 1.097, H25 1.101
5 C -2.4718 1.5578 -0.4470  N3 1.400, C6 1.419, C10 1.393
6 C -1.5968 0.4870 -0.1288  C5 1.419, C7 1.398, C11 1.474
7 C -1.8655 -0.7621 -0.6952  C6 1.398, C8 1.406, H26 1.091
8 C -3.0095 -0.9215 -1.4966  C7 1.406, C9 1.405, H27 1.090
9 C -3.8776 0.1496 -1.7649  C8 1.405, C10 1.403, H28 1.089
10 C -3.6024 1.4258 -1.2502  C5 1.393, C9 1.403, H29 1.090
11 C -0.4787 1.0612 0.6419  C2 1.427, C6 1.474, C12 1.422
12 C 0.7262 0.4056 1.0180  C11 1.422, C13 1.444, H30 1.094
13 C 0.7400 -0.9065 1.6210  C12 1.444, C14 1.406, C19 1.442
14 C -0.4730 -1.5316 1.9606  C13 1.406, C15 1.381, H31 1.094
15 C -0.5081 -2.8605 2.3366  C14 1.381, C16 1.396, H32 1.086
16 C 0.6432 -3.6479 2.2776  C15 1.396, C17 1.493, C18 1.396
17 C 0.5464 -5.1157 2.5318  C16 1.493, H33 1.094, H34 1.098, H35 1.097
18 C 1.8785 -3.0237 2.0935  C16 1.396, C19 1.391, H36 1.090
19 C 1.9525 -1.6645 1.8095  C13 1.442, C18 1.391, H37 1.093
20 H 0.7732 3.0057 2.0208  C1 1.089
21 H 0.5992 4.0880 0.6439  C1 1.094
22 H -0.5658 4.1824 1.9635  C1 1.090
23 H -3.3922 4.0230 -0.6245  C4 1.084
24 H -2.6764 4.4911 0.9248  C4 1.097
25 H -1.7879 4.7517 -0.5897  C4 1.101
26 H -1.1705 -1.5883 -0.5383  C7 1.091
27 H -3.2265 -1.9055 -1.9116  C8 1.090
28 H -4.7680 -0.0211 -2.3675  C9 1.089
29 H -4.2722 2.2687 -1.4212  C10 1.090
30 H 1.6113 1.0115 1.2322  C12 1.094
31 H -1.4145 -0.9779 1.8969  C14 1.094
32 H -1.4519 -3.3162 2.6200  C15 1.086
33 H 1.5302 -5.5893 2.4603  C17 1.094
34 H 0.1534 -5.2950 3.5410  C17 1.098
35 H -0.1313 -5.6109 1.8250  C17 1.097
36 H 2.7810 -3.6343 2.1325  C18 1.090
37 H 2.9176 -1.1967 1.6002  C19 1.093
38 C 2.0075 2.6288 -2.1290  C39 1.516, H43 1.095, H44 1.086, H45 1.091
39 C 1.4094 1.3849 -1.5023  C38 1.516, N40 1.448, H46 1.106, H47 1.110
40 N 2.1977 0.2480 -1.0732  C39 1.448, C41 1.459, H48 1.035
41 C 1.6758 -1.0998 -1.2722  N40 1.459, C42 1.514, H49 1.084, H50 1.101
42 C 2.3735 -2.0086 -2.2622  C41 1.514, H51 1.099, H52 1.095, H53 1.098
43 H 1.5432 3.4929 -1.6416  C38 1.095
44 H 3.0679 2.6915 -1.9036  C38 1.086
45 H 1.8289 2.7251 -3.2008  C38 1.091
46 H 1.1815 1.8493 -0.5248  C39 1.106
47 H 0.4239 1.1191 -1.9391  C39 1.110
48 H 3.1784 0.2890 -1.4024  N40 1.035
49 H 1.8714 -1.5675 -0.3140  C41 1.084
50 H 0.5810 -1.0855 -1.3849  C41 1.101
51 H 2.1664 -3.0591 -2.0147  C42 1.099
52 H 2.0227 -1.8165 -3.2812  C42 1.095
53 H 3.4614 -1.8736 -2.2074  C42 1.098

Properties
Frontier orbital gap   0.242 Ha
Charge   +1

Model x:
C22H29N2 | ωB97M-V/def2-TZVPD

Last columns: bonded neighbours and bond lengths (Å).
Atoms and positions in Å:
1 C 1.9151 -2.0477 -2.1285  C2 1.521, H25 1.103, H26 1.088, H27 1.096
2 C 1.2463 -1.2089 -1.0506  C1 1.521, N3 1.561, H28 1.089, H29 1.095
3 N -0.2416 -1.4081 -0.6212  C2 1.561, C4 1.517, C6 1.778, H30 1.031
4 C -1.1308 -0.2168 -0.9224  N3 1.517, C5 1.531, H31 1.088, H32 1.086
5 C -1.7501 0.1292 -2.2789  C4 1.531, H33 1.112, H34 1.099, H35 1.101
6 C -0.4723 -1.5002 1.1396  N3 1.778, C7 1.536, C14 1.476, H36 1.118
7 C -1.7635 -1.0826 1.8586  C6 1.536, C8 1.423, C13 1.411
8 C -1.9282 -0.1615 2.9303  C7 1.423, C9 1.402, H37 1.098
9 C -3.1926 0.4099 3.1318  C8 1.402, C10 1.393, H38 1.102
10 C -4.3260 -0.0445 2.4608  C9 1.393, C11 1.497, C12 1.401
11 C -5.6275 0.6723 2.6457  C10 1.497, H39 1.087, H40 1.093, H41 1.097
12 C -4.1838 -1.1502 1.6125  C10 1.401, C13 1.389, H42 1.089
13 C -2.9367 -1.7263 1.4103  C7 1.411, C12 1.389, H43 1.100
14 C 0.6882 -0.8757 1.8050  C6 1.476, C15 1.398, C24 1.455
15 C 1.8700 -1.5085 2.2008  C14 1.398, C16 1.471, N17 1.379
16 C 2.2518 -2.9292 2.1803  C15 1.471, H44 1.090, H45 1.092, H46 1.096
17 N 2.8042 -0.5372 2.4940  C15 1.379, C18 1.459, C19 1.400
18 C 4.2337 -0.7708 2.6672  N17 1.459, H47 1.101, H48 1.103, H49 1.112
19 C 2.2496 0.7360 2.3150  N17 1.400, C20 1.393, C24 1.424
20 C 2.9017 1.9633 2.2196  C19 1.393, C21 1.396, H50 1.080
21 C 2.1421 3.0816 1.8704  C20 1.396, C22 1.400, H51 1.088
22 C 0.7887 2.9320 1.5444  C21 1.400, C23 1.405, H52 1.088
23 C 0.1409 1.6855 1.5779  C22 1.405, C24 1.398, H53 1.096
24 C 0.8887 0.5595 1.9347  C14 1.455, C19 1.424, C23 1.398
25 H 2.8356 -2.4845 -1.7070  C1 1.103
26 H 1.3513 -2.8869 -2.5301  C1 1.088
27 H 2.1750 -1.3532 -2.9363  C1 1.096
28 H 1.8051 -1.3064 -0.1212  C2 1.089
29 H 1.3430 -0.1598 -1.3484  C2 1.095
30 H -0.6337 -2.2855 -0.9951  N3 1.031
31 H -1.9610 -0.3595 -0.2337  C4 1.088
32 H -0.5385 0.6173 -0.5591  C4 1.086
33 H -2.6220 0.7764 -2.0391  C5 1.112
34 H -1.0237 0.7205 -2.8542  C5 1.099
35 H -2.1400 -0.7163 -2.8665  C5 1.101
36 H -0.4615 -2.6176 1.1189  C6 1.118
37 H -1.1108 0.1557 3.5918  C8 1.098
38 H -3.3144 1.2749 3.8030  C9 1.102
39 H -6.3992 0.2737 1.9927  C11 1.087
40 H -6.0190 0.5725 3.6614  C11 1.093
41 H -5.4974 1.7438 2.4506  C11 1.097
42 H -5.0498 -1.5195 1.0656  C12 1.089
43 H -2.8241 -2.6215 0.7806  C13 1.100
44 H 1.3511 -3.5420 2.2084  C16 1.090
45 H 2.7548 -3.1964 1.2483  C16 1.092
46 H 2.9543 -3.1683 2.9873  C16 1.096
47 H 4.7289 0.2043 2.7910  C18 1.101
48 H 4.3849 -1.3717 3.5803  C18 1.103
49 H 4.6983 -1.2758 1.7920  C18 1.112
50 H 3.9375 2.0470 2.5142  C20 1.080
51 H 2.5676 4.0791 1.9509  C21 1.088
52 H 0.2265 3.7978 1.2020  C22 1.088
53 H -0.8898 1.5666 1.2235  C23 1.096

Properties
Frontier orbital gap   0.293 Ha
Charge   +1

Most stable structure: model x

Model w:
C2H8N3S | ωB97M-V/def2-TZVPD

Last columns: bonded neighbours and bond lengths (Å).
Atoms and positions in Å:
1 C 0.4905 -0.1873 0.4489  C2 1.438, N3 1.261
2 C 1.2152 -0.2896 -0.7894  C1 1.438, H7 1.109, H8 1.018, H9 1.126
3 N 0.8432 0.5420 1.4154  C1 1.261, H10 1.143, H11 0.979
4 N -2.5211 0.2170 -1.1052  S6 1.597, H12 1.075, H13 1.036
5 N -1.7115 -1.1648 0.6885  S6 1.515, H14 1.108
6 S -2.6339 0.0175 0.4756  N4 1.597, N5 1.515
7 H 2.1374 -0.8435 -0.5216  C2 1.109
8 H 1.7104 0.5432 -1.1018  C2 1.018
9 H 0.5665 -0.7008 -1.6135  C2 1.126
10 H 1.9265 0.9055 1.3991  N3 1.143
11 H 0.4373 0.4781 2.3042  N3 0.979
12 H -3.2424 0.9661 -1.3756  N4 1.075
13 H -2.2166 -0.6189 -1.6366  N4 1.036
14 H -1.6128 -1.6997 1.6536  N5 1.108

Properties
Frontier orbital gap (alpha / beta)   0.285 / 0.245 Ha
Charge   +1

Model x:
C2H8N3S | ωB97M-V/def2-TZVPD

Last columns: bonded neighbours and bond lengths (Å).
Atoms and positions in Å:
1 C -1.0325 -0.4497 -0.0825  C2 1.852, N3 1.303, S6 1.658
2 C 0.6546 0.2744 -0.3231  C1 1.852, N4 1.391, N5 1.411, H7 1.084
3 N -1.1494 -1.7408 -0.2156  C1 1.303, H8 1.012, H9 1.014
4 N 1.5252 -0.3193 0.5845  C2 1.391, H10 1.007, H11 1.012
5 N 0.4276 1.6483 -0.0938  C2 1.411, H13 1.013, H14 1.009
6 S -2.2605 0.6512 0.0895  C1 1.658, H12 1.401
7 H 0.8744 0.0211 -1.3543  C2 1.084
8 H -0.3388 -2.3225 -0.3823  N3 1.012
9 H -2.0489 -2.2078 -0.2209  N3 1.014
10 H 1.8266 -1.2631 0.4052  N4 1.007
11 H 1.3101 -0.1652 1.5616  N4 1.012
12 H -1.2894 1.6582 0.0186  S6 1.401
13 H 0.7365 1.9438 0.8249  N5 1.013
14 H 0.7647 2.2715 -0.8117  N5 1.009

Properties
Frontier orbital gap   0.369 Ha
Charge   +1

Most stable structure: model x

Model w:
C4H11NO | ωB97M-V/def2-TZVPD

Last columns: bonded neighbours and bond lengths (Å).
Atoms and positions in Å:
1 C -0.5675 -1.8739 0.9805  N2 1.478, H6 1.090, H7 1.083, H8 1.080
2 N -0.4902 -0.7913 1.9835  C1 1.478, C3 1.466, H9 1.014
3 C 0.6069 0.1481 1.7330  N2 1.466, C5 1.498, H10 1.093, H11 1.094
4 C 0.6662 2.3668 0.5584  C5 1.330, H12 1.086, H13 1.082
5 C 0.4117 1.0612 0.5613  C3 1.498, C4 1.330, H14 1.080
6 H -1.1665 -1.5888 0.1153  C1 1.090
7 H -0.9757 -2.7538 1.4619  C1 1.083
8 H 0.4264 -2.0959 0.6204  C1 1.080
9 H -1.3445 -0.2575 1.8638  N2 1.014
10 H 0.8190 0.6708 2.6690  C3 1.093
11 H 1.4936 -0.4661 1.5498  C3 1.094
12 H 0.5406 2.8925 -0.3841  C4 1.086
13 H 0.8779 2.9388 1.4518  C4 1.082
14 H 0.0835 0.5629 -0.3385  C5 1.080
15 H -1.2111 -0.4814 -4.9192  O17 0.974
16 H 0.0796 0.2922 -4.9205  O17 0.977
17 O -0.2500 -0.6248 -4.9862  H15 0.974, H16 0.977

Properties
Frontier orbital gap (alpha / beta)   0.095 / 0.357 Ha
Multiplicity   2
Charge   -1

Model x:
C4H11NO | ωB97M-V/def2-TZVPD

Last columns: bonded neighbours and bond lengths (Å).
Atoms and positions in Å:
1 C -1.2578 0.4497 2.3498  N2 1.448, H4 1.144, H5 1.146, H6 1.088
2 N -0.4256 1.3363 1.5636  C1 1.448, C3 1.425, H7 0.962
3 C 0.8313 1.8303 2.0185  N2 1.425, H8 1.122, H9 1.145, H10 1.126
4 H -0.8915 0.1869 3.4008  C1 1.144
5 H -1.4653 -0.5725 1.8762  C1 1.146
6 H -2.0312 1.1903 2.5403  C1 1.088
7 H -0.2163 0.8887 0.7388  N2 0.962
8 H 1.2590 2.3696 1.1331  C3 1.122
9 H 0.8494 2.4852 2.9572  C3 1.145
10 H 1.6042 1.0160 2.1069  C3 1.126
11 O 0.1693 -3.4727 -2.7091  C12 1.231
12 C 0.4948 -2.3952 -3.2071  O11 1.231, C13 1.539, H14 1.192
13 C 0.1102 -0.9790 -2.7430  C12 1.539, H15 1.126, H16 1.032, H17 1.070
14 H 1.3945 -2.2155 -3.9686  C12 1.192
15 H -0.9847 -1.0432 -2.9967  C13 1.126
16 H -0.0738 -0.8275 -1.7386  C13 1.032
17 H 0.6334 -0.2475 -3.3220  C13 1.070

Properties
Frontier orbital gap (alpha / beta)   0.100 / 0.289 Ha
Multiplicity   2
Charge   -1

Most stable structure: model w